Entry w
{
  "formula": "C4H7BrN2P",
  "method": "wB97M-V/def2-TZVPD",
  "total_charge": 1,
  "smiles": "CPc1[nH]c(Br)c[nH+]1",
  "symbols": ["H", "H", "C", "H", "Br", "N", "H", "C", "P", "C", "H", "C", "H", "H", "N"],
  "xyz": [[-3.083, 0.308, -0.878], [1.907, -0.182, 1.312], [2.391, -0.374, -1.170], [3.184, -1.012, -1.695], [-3.154, 1.468, 2.319], [-1.116, -0.342, -0.598], [1.716, -0.094, -1.927], [-2.244, 0.302, -0.249], [1.657, -1.248, 0.309], [-2.033, 0.734, 1.073], [-1.056, -0.798, -1.585], [-0.188, -0.269, 0.323], [3.087, 0.476, -0.797], [-0.335, 0.637, 2.202], [-0.734, 0.394, 1.361]]
}


Entry x
{
  "formula": "C4H7BrN2P",
  "method": "wB97M-V/def2-TZVPD",
  "total_charge": 1,
  "smiles": "[H]/N=C/C(Br)=[NH+]\\C#[PH]C",
  "symbols": ["C", "C", "N", "H", "H", "Br", "H", "H", "N", "C", "H", "P", "H", "C", "H"],
  "xyz": [[-1.279, 0.307, 2.213], [0.402, 0.351, -2.948], [0.422, -1.055, 1.061], [2.453, 0.677, -1.329], [-2.096, 1.713, 0.983], [0.131, -1.727, 3.736], [-0.385, -0.241, -3.308], [0.159, 1.387, -3.070], [-1.377, 0.957, 1.104], [-0.188, -0.715, 2.221], [-1.844, 0.511, 3.116], [1.092, 0.272, -1.233], [1.267, 0.113, -3.521], [0.278, -0.584, -0.126], [0.966, -1.965, 1.102]]
}


Stability comparison, relative energies in kJ/mol: entry w 0.0; entry x 360.2


Entry w
{
  "formula": "C5H14",
  "method": "wB97M-V/def2-TZVPD",
  "total_charge": 1,
  "multiplicity": 2,
  "symbols": ["H", "H", "H", "H", "C", "C", "C", "H", "H", "C", "H", "H", "H", "H", "H", "C", "H", "H", "H"],
  "xyz": [[-0.776, 2.426, 2.968], [2.029, -1.004, -0.402], [0.937, -1.230, 0.858], [-1.183, -2.271, -2.658], [0.253, -1.967, -1.104], [0.929, -1.017, -0.243], [-0.746, 1.683, 2.159], [0.015, 1.036, 2.633], [-1.209, -0.601, -1.849], [-0.006, 2.396, 1.045], [0.642, 1.639, 0.540], [0.085, -1.019, -2.957], [-1.627, 1.177, 1.794], [0.518, 0.008, -0.281], [0.809, -2.911, -1.374], [-0.633, -1.443, -2.228], [-0.334, -2.737, -0.450], [-0.573, 2.835, 0.226], [0.871, 3.003, 1.321]]
}


Entry x
{
  "formula": "C5H14",
  "method": "wB97M-V/def2-TZVPD",
  "total_charge": 1,
  "multiplicity": 2,
  "symbols": ["H", "C", "H", "H", "H", "H", "H", "H", "H", "C", "H", "H", "H", "C", "H", "H", "C", "H", "C"],
  "xyz": [[0.367, 0.092, -0.583], [-0.286, -1.924, 0.315], [1.252, -1.030, -2.588], [-0.206, -1.619, 1.370], [-1.564, 1.732, 1.891], [-0.353, 0.537, 1.467], [1.241, 2.364, 1.301], [0.581, -2.584, -2.084], [-0.471, -1.126, -2.516], [0.528, -1.015, -0.609], [-1.312, 1.443, 0.194], [0.113, -2.943, 0.286], [-0.135, 3.408, 1.660], [0.421, -1.503, -2.027], [-1.292, -2.023, -0.100], [1.543, -1.042, -0.122], [0.246, 2.618, 0.965], [0.111, 3.125, 0.017], [-0.782, 1.490, 1.161]]
}


Stability comparison, relative energies in kJ/mol: entry w 20.8; entry x 0.0